Entry 1:
Formula: C48H55N4O6S2Sb2ScSe2
Source: the Open Molecules 2025 dataset
Level of theory: ωB97M-V with the def2-TZVPD basis set

* largest force on an atom: 0.892 eV/Å
* total charge: -2

Geometry (Å):
Sc -0.3334 1.3808 -0.5421
O 3.2133 3.4288 2.1962
C 1.8644 3.7093 1.7745
C 0.8276 3.2181 2.7884
C 0.9833 4.0326 4.0885
O 2.2311 3.8761 4.7466
C 1.0368 1.7413 3.1239
Se 0.8371 0.4257 1.6704
C -0.6260 3.4591 2.3180
Se -1.0202 3.7396 0.4002
H 3.3534 2.4854 2.0500
H 1.6890 3.2708 0.7947
H 1.7998 4.7935 1.6655
H 0.2072 3.7286 4.7976
H 0.8143 5.0918 3.8451
H 2.8948 3.7849 4.0450
H 0.3310 1.4566 3.9045
H 2.0297 1.5815 3.5446
H -1.0163 4.3608 2.7936
H -1.2444 2.6263 2.6507
C -1.9332 1.7957 -3.7103
N -0.7326 1.8223 -2.8670
C 0.3645 2.1159 -3.4721
C 1.6166 2.0953 -2.8004
C 2.8950 2.4087 -3.2523
C 3.7498 2.1803 -2.1658
C 2.9411 1.7435 -1.1201
N 1.6465 1.6939 -1.4903
C -2.8542 2.9691 -3.4922
C -3.3567 3.2544 -2.2278
C -4.2117 4.3278 -2.0381
C -4.5944 5.1179 -3.1142
C -4.1147 4.8270 -4.3826
C -3.2467 3.7590 -4.5664
H -2.4938 0.8810 -3.5246
H -1.6318 1.7682 -4.7629
H 0.3582 2.3574 -4.5386
H 3.1569 2.7489 -4.2431
H 4.8209 2.3032 -2.1338
H 3.2274 1.4506 -0.1237
H -3.0958 2.6310 -1.3821
H -4.5800 4.5379 -1.0422
H -5.2674 5.9538 -2.9650
H -4.4133 5.4318 -5.2308
H -2.8709 3.5331 -5.5585
C -4.1511 -2.5245 3.5947
Sb -3.0091 -1.1330 2.3850
C -0.9713 -3.3295 2.4984
C -1.8609 -0.5230 4.1317
H -3.5429 -2.9131 4.4134
H -4.4624 -3.3411 2.9446
H -5.0295 -2.0231 4.0061
H -1.5937 -3.8353 3.2567
H -0.2128 -2.7228 3.0066
H -0.4510 -4.1188 1.9483
H -1.0429 -1.2169 4.3255
H -2.5352 -0.5161 4.9917
H -1.4527 0.4762 3.9934
C 6.4678 -2.7015 0.5235
C 5.9396 -2.5210 -0.8769
C 6.8763 -2.5222 -1.9133
C 6.5009 -2.4161 -3.2404
C 5.1552 -2.2963 -3.5566
C 4.2220 -2.2732 -2.5345
C 4.5815 -2.3934 -1.1873
Sb 2.7704 -2.2486 0.0242
C 2.1209 -4.2834 -0.2290
C 0.7417 -4.3965 -0.3982
C 0.1357 -5.6349 -0.6493
C 0.9509 -6.7602 -0.7389
C 2.3185 -6.6447 -0.5500
C 2.9337 -5.4251 -0.2846
C 4.4218 -5.3920 -0.0505
C 3.3982 -2.4577 2.0769
C 2.9885 -3.5751 2.7966
C 3.2487 -3.6857 4.1578
C 3.9245 -2.6692 4.8107
C 4.3272 -1.5447 4.1022
C 4.0649 -1.4199 2.7431
C 4.4576 -0.1685 2.0115
H 7.0437 -3.6282 0.5900
H 5.6755 -2.7513 1.2639
H 7.1367 -1.8812 0.7962
H 7.9279 -2.6199 -1.6604
H 7.2521 -2.4227 -4.0212
H 4.8345 -2.2056 -4.5869
H 3.1744 -2.1474 -2.7963
H 0.0915 -3.5298 -0.3099
H -1.6865 -4.9724 -0.4619
H 0.4906 -7.7217 -0.9310
H 2.9330 -7.5394 -0.5961
H 4.7701 -6.3677 0.2953
H 4.6867 -4.6576 0.7113
H 4.9762 -5.1379 -0.9574
H 2.4488 -4.3699 2.2940
H 2.9123 -4.5602 4.7012
H 4.1264 -2.7391 5.8729
H 4.8390 -0.7385 4.6170
H 5.0342 0.5038 2.6489
H 3.5416 0.3382 1.6899
H 5.0484 -0.3807 1.1162
O -1.1845 -5.7789 -0.8210
S -2.7852 -3.4629 0.5064
N -1.7194 -2.5055 1.5661
O -4.8847 -0.1335 -3.9092
S -4.6469 -0.9724 -2.7575
O -5.7496 -1.7448 -2.2663
N -3.9602 -0.0688 -1.5723
C -2.7131 -0.3953 -1.4171
O -1.8985 0.2189 -0.6415
C -2.2083 -1.5021 -2.2840
C -0.9314 -2.0188 -2.3703
C -0.7124 -3.0650 -3.2556
C -1.7504 -3.5662 -4.0369
C -3.0268 -3.0170 -3.9715
C -3.2207 -1.9777 -3.0878
H -0.1369 -1.6542 -1.7286
H 0.2673 -3.5239 -3.3098
H -1.5605 -4.4013 -4.6995
H -3.8369 -3.3958 -4.5806

Cartesian forces (eV/Å) of the 3 atoms listed first:
0.4763 0.6806 0.3261
-0.0040 -0.0035 0.0003
-0.0090 0.0168 0.0130

Atom charges from the Mulliken analysis, given in e for atoms 1 to 6: number 1, Sc, carries 0.043; number 2, O, carries -0.807; number 3, C, carries -0.444; number 4, C, carries 2.476; number 5, C, carries -1.423; number 6, O, carries -0.615

Entry 2:
Formula: C48H56O14
Source: the Open Molecules 2025 dataset
Level of theory: ωB97M-V with the def2-TZVPD basis set

* largest force on an atom: 4.317 eV/Å
* SMILES: Oc1ccc(O)cc1.Oc1ccc(O)cc1.Oc1ccc(O)cc1.Oc1ccc(O)cc1.Oc1ccc(O)cc1.Oc1ccc(O)cc1.Oc1ccc(O)cc1.CCCCCC

Geometry (Å):
C -0.0014 -3.1301 -4.4664
C -0.3097 -3.2656 -2.9831
C 0.9352 -2.9137 -2.1988
C 0.8709 -2.8257 -0.6331
C 0.5954 -4.1365 0.0355
C 0.7080 -4.1535 1.5671
H -0.7965 -3.5771 -5.0445
H 1.0036 -3.6129 -4.6188
H 0.0871 -2.1035 -4.8460
H -0.9668 -2.4258 -2.6663
H -0.7055 -4.2533 -2.7507
H 1.2863 -1.9394 -2.5385
H 1.6314 -3.7449 -2.3684
H 1.7728 -2.3425 -0.2743
H 0.0119 -2.2396 -0.4363
H -0.4507 -4.4125 -0.1726
H 1.2300 -4.9197 -0.3835
H 1.8071 -4.1108 1.8543
H 0.1404 -3.3646 2.1010
H 0.2711 -4.9607 2.1214
C -3.0843 3.6080 -1.5014
C -3.5116 3.9060 -2.7928
C -2.5998 4.4387 -3.7213
C -1.2551 4.6889 -3.2885
C -0.8754 4.4428 -1.9785
C -1.7331 3.7661 -1.0717
O -1.2586 3.4601 0.1283
O -3.0876 4.6556 -5.0190
H -3.6194 3.1822 -0.7681
H -4.6136 3.7865 -2.9445
H -0.4772 5.1307 -3.9590
H 0.1290 4.6020 -1.6900
H -1.7164 2.7222 0.5896
H -3.0422 5.5725 -5.2498
C -3.2176 1.7361 -6.0273
C -2.6851 0.4399 -5.9210
C -3.5069 -0.6374 -5.6954
C -4.8478 -0.4178 -5.4172
C -5.4140 0.7891 -5.3268
C -4.5738 1.8887 -5.7312
O -5.1945 3.1726 -5.9112
O -2.9285 -1.8805 -5.8535
H -2.5385 2.5674 -6.2975
H -1.6236 0.2114 -6.1273
H -5.3802 -1.3253 -5.1165
H -6.4190 1.0933 -5.0193
H -4.7298 3.9451 -5.4775
H -3.5082 -2.5022 -5.3763
C 0.9127 -1.7003 4.2156
C -0.3890 -2.1902 4.3169
C -0.7260 -3.0808 5.3261
C 0.2011 -3.3947 6.2840
C 1.4603 -2.9169 6.2280
C 1.8448 -2.0746 5.2008
O 3.1077 -1.6291 5.1408
O -2.0026 -3.5593 5.3556
H 1.1724 -1.0483 3.3150
H -1.1558 -2.0099 3.5867
H -0.1880 -4.0693 7.0043
H 2.2014 -3.0976 6.9114
H 3.3336 -1.3848 4.2327
H -2.2028 -3.9546 4.4683
C -4.7606 -2.6077 3.3733
C -5.6676 -1.5855 3.1307
C -5.7603 -1.0991 1.8235
C -4.9800 -1.6389 0.8338
C -4.1367 -2.6700 1.1034
C -3.9652 -3.1211 2.3741
O -3.1114 -4.1650 2.6398
O -6.6555 -0.1231 1.3255
H -4.7055 -3.0201 4.3766
H -6.3387 -1.2415 3.9181
H -5.0128 -1.2002 -0.1523
H -3.4366 -3.0038 0.3626
H -3.4923 -5.0234 2.4615
H -6.6098 0.6435 1.9306
C 5.2662 0.0098 0.7016
C 6.5441 0.5219 0.4437
C 7.5349 0.4346 1.4201
C 7.2187 -0.2926 2.5528
C 5.9867 -0.7911 2.8160
C 4.9701 -0.6322 1.9031
O 3.7269 -1.0594 2.2103
O 8.7006 1.1266 1.2420
H 4.5554 -0.0461 -0.0858
H 6.7280 1.0840 -0.4683
H 7.9582 -0.5158 3.3045
H 5.8314 -1.3719 3.7336
H 3.0043 -0.6350 1.7158
H 9.4910 0.6422 1.1201
C 3.3977 5.1366 1.0131
C 4.7198 5.6028 0.8864
C 5.7347 4.8743 1.4596
C 5.4047 3.7194 2.1779
C 4.1176 3.2886 2.3116
C 3.1080 4.0191 1.7220
O 1.8148 3.4218 1.8620
O 7.0479 5.3237 1.3835
H 2.6259 5.8036 0.5845
H 4.9279 6.4298 0.2160
H 6.1337 3.1472 2.6614
H 3.9345 2.3955 2.8742
H 1.2859 3.9135 1.2628
H 7.6457 4.5790 1.3524
C -1.8781 0.0915 0.3340
C -0.7260 0.4068 1.1111
C 0.4946 0.6529 0.4378
C 0.4409 0.6923 -0.9430
C -0.6711 0.4472 -1.7407
C -1.9085 0.2023 -1.0640
O -3.1113 0.0268 -1.6818
O 1.6659 0.8483 1.1688
H -2.8049 -0.0116 0.9410
H -0.8568 0.3271 2.2087
H 1.4186 0.8693 -1.4207
H -0.6022 0.4634 -2.8258
H -3.2837 0.5482 -2.4669
H 1.6625 1.6616 1.7445

Cartesian forces (eV/Å) of the 3 atoms listed first:
0.8944 -0.3592 -0.0537
-0.1449 2.0512 0.5501
0.8484 -1.1610 1.5741

Atom charges from the Mulliken analysis, given in e for atoms 1 to 6: number 1, C, carries -1.227; number 2, C, carries 0.324; number 3, C, carries -1.307; number 4, C, carries 1.404; number 5, C, carries -0.518; number 6, C, carries -0.945

Calculated values (eV) of orbital gap for the records, taken in order: 5.16, 8.00.
Calculated values (kcal/mol) of relative energy (zero: lowest compared OMol25 entry of this formula, charge and spin) for the records, taken in order: 22.2, 0.0.
Calculated values (g/mol) of M for the records, taken in order: 1294.520, 856.962.